Entry from OMol25: 2 unconnected molecules or ions with the total composition C4H12N3 (wB97M-V/def2-TZVPD).

Values from the calculation:
Kohn-Sham gap (spin up / spin down): 5.28 / 8.90 eV
Total charge: 0
<S²>: 0.75
E_HOMO (spin up / spin down): -4.18 / -7.86 eV
LUMO energy (spin up / spin down): 1.1 / 1.0 eV
Spin multiplicity: 2
Energy above the lowest of the compared OMol25 structures with the same formula, charge and spin: 23.1 kcal/mol

Each line ends with the natural charge from an NBO analysis.
Atoms and positions in Å:
N 1.503 -0.720 -1.071  -0.8648
H -2.824 0.960 1.503  0.1866
H -0.294 0.927 2.035  0.1903
C -0.263 -0.119 1.747  0.0497
H 1.436 -0.919 -0.077  0.4084
H 1.677 -0.412 2.462  0.2140
H -3.238 -0.114 0.226  0.2082
C 1.488 0.579 -1.493  0.0201
N 1.170 0.954 -2.782  -0.8564
H 1.103 1.922 -3.033  0.3876
H 1.291 -1.490 -1.678  0.3698
H 0.751 0.307 -3.423  0.3694
N -1.390 -0.511 1.091  -0.6114
H -1.471 -1.479 0.828  0.3853
C -2.393 0.427 0.647  -0.4045
H 0.832 -1.952 1.882  0.1977
H 1.793 1.358 -0.811  0.1627
C 0.819 -0.876 1.999  -0.6064
H -1.989 1.158 -0.053  0.1938